Record 1
15
Properties=species:S:1:pos:R:3:forces:R:3 method="wB97M-V/def2-TZVPD" max_force_ev_per_a=2.609 charge=0 molar_mass_g_mol=133.17 e_lumo_ev=-0.22 e_above_lowest_kj_mol=350.1
C 1.29261 2.04435 -0.84580 2.3400 -0.6938 -0.2154
O 1.36512 0.62501 -0.59794 -0.4634 0.5794 0.2168
N 0.13198 0.22178 -0.06631 0.4833 0.7105 -0.5216
C 0.09501 -1.02394 0.13762 0.1048 -1.3048 0.5467
C 1.25522 -1.98041 -0.03073 0.2257 -1.6951 0.0035
O 1.13868 -3.18517 0.20380 0.2087 2.5615 -0.4506
S -1.33588 -1.79520 0.78550 -0.2761 0.2112 -0.1316
C -2.40939 -0.33421 0.85235 0.4918 -0.5306 -0.0270
H 0.57556 2.22572 -1.63349 -0.1540 0.3085 -0.1041
H 1.09071 2.58285 0.07659 -0.2344 0.0480 -0.0403
H 2.36865 2.28116 -1.17513 -1.7443 -0.1210 0.3011
H 2.21328 -1.51617 -0.38085 -0.6023 -0.4527 0.2851
H -1.98357 0.35807 1.54087 0.2883 0.5554 0.6268
H -2.43754 0.16643 -0.10600 -0.3656 -0.1461 -0.2566
H -3.36043 -0.67028 1.23952 -0.3025 -0.0305 -0.2329

Record 2
15
Properties=species:S:1:pos:R:3:forces:R:3 method="wB97M-V/def2-TZVPD" smiles="C[C@@H](O)C1=NOCS1" max_force_ev_per_a=5.002 charge=0 molar_mass_g_mol=133.17 e_lumo_ev=0.57 e_above_lowest_kj_mol=422.3
C -1.77285 -0.83210 0.60955 -3.1179 -3.8666 0.5870
C -1.24053 -0.13181 -0.55406 -0.2544 2.3332 0.9350
O -1.78658 1.20355 -0.65491 -0.5615 0.4380 0.4134
C 0.14997 0.18347 -0.22588 2.5367 -2.3981 -1.4867
N 0.55384 1.32657 0.08961 1.2028 0.0452 -0.1213
O 1.94091 1.38765 0.25425 0.4507 -0.6239 -0.1383
C 2.66441 0.16874 -0.15265 1.5809 0.0377 1.1291
S 1.41308 -1.13684 -0.36094 -0.4862 1.2670 0.0511
H -1.51905 -1.96447 0.49208 -0.6698 1.6450 0.0901
H -1.35115 -0.63827 1.55352 0.3365 1.0008 1.2126
H -2.93202 -0.72886 0.61617 2.0144 -0.2729 0.1519
H -1.48235 -0.87582 -1.33684 0.6021 1.5568 -0.7634
H -1.29734 1.82344 0.00329 -1.0310 -1.7434 -1.6866
H 3.34357 -0.12175 0.78197 -1.2332 0.7204 -2.2212
H 3.31608 0.33648 -1.11514 -1.3700 -0.1394 1.8473